C7H12N2O2S | ωB97M-V/def2-TZVPD

Output
HOMO energy: -9.36 eV
calculated total energy: -25360.8297 eV
HOMO-LUMO gap: 9.048 eV
energy relative to the best compared isomer or geometry (same formula, charge and spin): 4.397 eV
charge: 0
largest force on an atom: 5.015 eV Å⁻¹

Last column: Mulliken charge in e.
Cartesian coordinates (Å):
C: 1.45592 -1.96464 -2.25230  -0.646
C: 1.79879 -1.43611 -0.97421  -0.226
C: 0.10949 -2.22205 -2.21241  -0.192
C: 0.46188 3.29782 1.15530  -0.938
C: -1.00070 1.91615 0.16497  -0.717
C: -1.65340 -1.85152 -0.45832  -0.869
C: -0.46582 2.45799 1.39404  0.078
N: 0.72743 -1.32531 -0.19737  -0.238
N: -0.24955 -1.77985 -0.99183  0.216
O: -0.21765 -0.63351 2.76908  -0.396
O: 2.04407 0.41796 2.68493  -0.405
S: 1.17608 -0.73203 2.44945  0.786
H: 2.17122 -1.91357 -3.08323  0.310
H: 2.77136 -1.04695 -0.87361  0.412
H: 0.95259 3.78067 1.90906  0.315
H: 0.83829 3.53095 0.19907  0.253
H: -0.67567 -2.37091 -2.91929  0.348
H: -2.14253 1.79765 0.26842  0.276
H: -0.62259 0.91274 0.04684  -0.099
H: -0.98261 2.62048 -0.63937  0.429
H: -2.45684 -1.56105 -1.23514  0.265
H: -1.66418 -2.91296 -0.14882  0.391
H: -1.69295 -1.23330 0.53223  0.230
H: -0.68263 2.25135 2.41249  0.418